1.
{"formula": "C48H37NNiO4P2S", "method": "ωB97M-V/def2-TZVPD", "s2": 2.06, "gap_ha": [0.1361, 0.2383], "multiplicity": 3, "symbols": ["Ni", "O", "C", "O", "C", "C", "C", "C", "C", "C", "P", "C", "C", "C", "C", "C", "C", "C", "C", "C", "C", "C", "C", "H", "H", "H", "H", "H", "H", "H", "H", "H", "H", "H", "H", "H", "H", "O", "N", "C", "C", "C", "C", "C", "C", "C", "P", "C", "C", "C", "C", "C", "C", "C", "C", "C", "C", "C", "C", "H", "H", "H", "H", "H", "H", "H", "H", "H", "H", "H", "H", "H", "H", "H", "H", "C", "C", "O", "S", "C", "C", "C", "C", "C", "C", "C", "C", "H", "H", "H", "H", "H", "H", "H"], "positions_angstrom": [[-0.74102, -0.14592, -2.35218], [-1.68596, -3.53752, -3.59408], [-0.93992, -3.57394, -2.66652], [-0.49615, -2.36283, -2.09030], [-0.39490, -4.70504, -1.96256], [-0.53962, -6.04703, -2.31423], [0.09474, -6.99491, -1.54138], [0.86773, -6.61448, -0.44340], [1.00433, -5.27728, -0.10123], [0.35368, -4.31612, -0.85605], [0.22526, -2.48184, -0.59226], [1.98308, -2.32331, -0.10168], [2.96184, -2.52026, -1.06818], [4.30076, -2.41673, -0.72241], [4.65854, -2.15240, 0.59200], [3.67831, -1.98817, 1.56177], [2.33753, -2.05869, 1.21720], [-1.03202, -2.53170, 0.72057], [-0.84247, -3.26193, 1.88980], [-1.83867, -3.29022, 2.85335], [-3.03303, -2.61767, 2.64127], [-3.23308, -1.90909, 1.46316], [-2.23542, -1.86480, 0.50353], [-1.13219, -6.31164, -3.18038], [0.01252, -8.04482, -1.78899], [1.36990, -7.37186, 0.14408], [1.62804, -4.99154, 0.73754], [2.67367, -2.74995, -2.08882], [5.06498, -2.55239, -1.47645], [5.70307, -2.07624, 0.86463], [3.95464, -1.80669, 2.59270], [1.57474, -1.90647, 1.97113], [0.08504, -3.79539, 2.05128], [-1.68009, -3.84063, 3.77168], [-3.81027, -2.64953, 3.39373], [-4.16160, -1.37841, 1.29543], [-2.37560, -1.29732, -0.41092], [-0.96379, -1.08634, -5.12214], [-1.19043, 0.01955, -4.28005], [-1.59119, 1.02654, -5.03431], [-1.66177, 2.40361, -4.72306], [-1.97922, 3.28231, -5.79220], [-1.94170, 4.64326, -5.65014], [-1.53184, 5.21720, -4.43220], [-1.24038, 4.39153, -3.36809], [-1.35623, 2.99714, -3.46139], [-1.14978, 1.99834, -1.97809], [0.37876, 2.73095, -1.27999], [0.42953, 3.62386, -0.21745], [1.65398, 4.12773, 0.20723], [2.82634, 3.74150, -0.42087], [2.78173, 2.84000, -1.48031], [1.56498, 2.33755, -1.90358], [-2.45883, 2.55382, -0.81434], [-2.71867, 1.71503, 0.27003], [-3.68470, 2.03671, 1.20950], [-4.41424, 3.20870, 1.07558], [-4.18586, 4.03590, -0.01369], [-3.22813, 3.70560, -0.96326], [-1.29738, -1.85801, -4.66699], [-1.80543, 0.77435, -6.07000], [-2.23513, 2.85389, -6.75469], [-2.19897, 5.28111, -6.48688], [-1.45052, 6.29175, -4.32895], [-0.90183, 4.82791, -2.43427], [-0.48671, 3.91340, 0.28482], [1.69230, 4.81872, 1.04112], [3.77755, 4.13371, -0.08253], [3.69709, 2.52989, -1.96897], [1.51049, 1.62100, -2.71720], [-2.15083, 0.79962, 0.35847], [-3.87702, 1.36858, 2.04169], [-5.15891, 3.47305, 1.81585], [-4.76129, 4.94540, -0.13320], [-3.09042, 4.34407, -1.82285], [2.73964, 0.19208, 7.84334], [2.37564, 0.25111, 6.38597], [2.29437, -0.69571, 5.65311], [2.04544, 1.93330, 5.84274], [1.51722, 1.60467, 4.17795], [2.36766, 1.86267, 3.11074], [2.01118, 1.46638, 1.83584], [0.79947, 0.79893, 1.62183], [-0.07642, 0.59863, 2.70395], [0.27956, 1.00404, 3.97286], [0.48734, 0.18880, 0.38785], [0.15925, -0.48899, -0.58926], [3.60332, -0.45705, 7.97908], [1.90053, -0.25011, 8.38275], [2.93836, 1.18572, 8.23885], [3.31903, 2.34502, 3.29359], [2.66763, 1.64111, 0.99356], [-1.01198, 0.08079, 2.53557], [-0.37917, 0.83448, 4.81423]]}

2.
{"formula": "CH4NOS", "method": "ωB97M-V/def2-TZVPD", "gap_ha": [0.2407, 0.2408], "smiles": "CN([O-])S", "charge": -1, "symbols": ["C", "N", "O", "S", "H", "H", "H", "H"], "positions_angstrom": [[-0.26382, 0.37353, -0.93445], [0.67016, 0.30577, 0.24257], [1.50800, -0.67431, 0.25678], [-0.80620, -0.12587, 1.72699], [-0.63043, 1.31639, -0.85211], [0.41224, 0.13062, -1.72595], [-1.01829, -0.33694, -0.90775], [0.12834, -0.98920, 2.19391]]}

3.
{"formula": "C16H22N6SSeTi", "method": "ωB97M-V/def2-TZVPD", "gap_ha": [0.2438, 0.2401], "charge": 4, "symbols": ["Ti", "C", "C", "C", "C", "C", "C", "C", "C", "C", "C", "H", "H", "H", "H", "H", "H", "H", "H", "H", "H", "H", "H", "H", "H", "N", "N", "C", "N", "S", "H", "H", "H", "H", "H", "Se", "N", "C", "C", "C", "C", "N", "C", "N", "H", "H", "H"], "positions_angstrom": [[-13.94365, 4.47987, 3.55797], [-12.59029, 3.51942, 7.95200], [-11.79993, 3.18549, 6.67378], [-10.74939, 2.11022, 6.99735], [-12.69132, 2.63263, 5.59345], [-12.24194, 1.67334, 4.62219], [-13.14247, 1.05512, 3.74517], [-14.49046, 1.50909, 3.69868], [-15.45569, 0.84142, 2.73798], [-14.89327, 2.67220, 4.43270], [-14.01393, 3.11144, 5.48450], [-11.93244, 3.62800, 8.80620], [-13.27829, 2.64440, 8.17212], [-13.20114, 4.44300, 7.89578], [-11.32254, 4.09649, 6.27196], [-11.20648, 1.10146, 6.86563], [-10.43772, 2.16604, 8.04875], [-9.89331, 2.16893, 6.31315], [-11.23334, 1.26343, 4.68944], [-12.84876, 0.17575, 3.15408], [-16.36581, 1.49859, 2.67348], [-15.69582, -0.21119, 2.96629], [-14.98316, 0.86817, 1.75150], [-15.95664, 2.95352, 4.43499], [-14.44719, 3.64452, 6.31379], [-15.21629, 5.83717, 2.50173], [-15.29040, 7.13197, 3.07476], [-15.03973, 7.30337, 4.36469], [-15.48445, 8.42181, 4.98555], [-14.23791, 6.13714, 5.27469], [-14.86097, 5.90718, 1.53412], [-16.14179, 5.36829, 2.45027], [-15.71291, 7.83017, 2.46916], [-16.14453, 9.03937, 4.51913], [-15.28924, 8.51602, 5.98193], [-10.29385, 5.12482, 2.55940], [-10.32105, 4.59025, 0.77965], [-11.51760, 3.99839, 0.51661], [-11.91672, 3.75677, -0.79957], [-13.26461, 3.42440, -0.94729], [-14.15067, 3.32400, 0.11975], [-13.83647, 3.59489, 1.44224], [-12.52405, 3.86428, 1.63900], [-12.15642, 4.34172, 2.80496], [-11.22860, 3.81180, -1.64740], [-13.72419, 3.28083, -1.92626], [-15.14426, 2.94069, -0.06510]]}

4.
{"formula": "C9H11NOS", "method": "ωB97M-V/def2-TZVPD", "gap_ha": [0.3112, 0.2927], "symbols": ["C", "C", "C", "C", "C", "C", "C", "C", "C", "N", "O", "S", "H", "H", "H", "H", "H", "H", "H", "H", "H", "H", "H"], "positions_angstrom": [[0.79321, -2.22469, 1.45608], [1.54797, -1.34360, 0.71566], [-1.17911, -1.07374, 0.98174], [-0.57638, -2.23072, 1.48702], [0.83860, -0.33877, 0.13507], [1.35364, 1.79748, -1.31508], [0.09761, 2.26752, -1.92695], [-1.30931, -3.10991, 2.48620], [-0.30553, 3.78070, -1.82101], [-0.43854, -0.17213, 0.22341], [1.02964, 0.11878, -3.43799], [1.34733, 1.51740, -3.05584], [1.14949, -2.97716, 2.22090], [2.72306, -1.29411, 0.64816], [-2.25236, -0.78358, 1.10156], [2.17233, 2.32834, -0.82678], [-0.79988, 1.54349, -1.87065], [-0.97396, -4.09835, 2.84456], [-1.49679, -2.45921, 3.33217], [-2.35636, -3.49407, 2.06520], [-0.75067, 4.06107, -2.81415], [0.50844, 4.42090, -1.67983], [-1.12241, 3.76434, -0.94946]]}

5.
{"formula": "C47H57BN5O", "method": "ωB97M-V/def2-TZVPD", "gap_ha": 0.1763, "charge": -1, "symbols": ["N", "C", "N", "N", "C", "C", "C", "C", "N", "B", "N", "O", "H", "H", "H", "H", "H", "H", "H", "H", "H", "H", "H", "H", "H", "H", "H", "C", "C", "C", "C", "C", "C", "H", "H", "H", "H", "H", "H", "C", "C", "C", "C", "C", "C", "H", "H", "H", "H", "H", "H", "C", "C", "C", "C", "C", "C", "H", "H", "H", "H", "H", "H", "C", "C", "C", "C", "C", "C", "H", "H", "H", "H", "H", "H", "C", "C", "C", "C", "C", "C", "H", "H", "H", "H", "H", "H", "C", "C", "C", "C", "C", "C", "H", "H", "H", "H", "H", "H", "C", "C", "C", "C", "C", "C", "H", "H", "H", "H", "H", "H"], "positions_angstrom": [[2.58302, 2.31810, 6.78086], [3.04251, 2.63889, 5.63763], [2.98987, 1.62313, 4.57539], [3.56126, 3.94119, 5.35209], [2.45399, 4.91534, 5.13109], [1.47515, 4.49163, 3.97299], [0.15481, 3.74869, 4.44954], [-1.04947, 4.76468, 4.70053], [-2.22013, 4.32545, 3.94687], [-3.26154, 3.75270, 4.75569], [-4.31109, 2.93194, 4.03706], [-3.47053, 3.90239, 6.17571], [2.26137, 1.34889, 6.77124], [1.98739, 1.56384, 4.36612], [3.39005, 2.04864, 3.73501], [4.18023, 3.93303, 4.54521], [2.93005, 5.88265, 4.82144], [1.96609, 5.07655, 6.11466], [1.13267, 5.44516, 3.48777], [1.99343, 3.92449, 3.15271], [-0.10807, 3.00695, 3.65591], [0.36257, 3.24892, 5.43256], [-1.19666, 4.90414, 5.80420], [-0.76373, 5.78520, 4.29267], [-4.59190, 2.13665, 4.60368], [-3.85153, 2.65349, 3.17537], [-3.27306, 4.81006, 6.41765], [2.67878, 0.57252, -0.33502], [3.71810, 0.17259, -1.16543], [4.93131, 0.85023, -1.13878], [5.10725, 1.92340, -0.27315], [4.06794, 2.32126, 0.56019], [2.85184, 1.64880, 0.52680], [1.73170, 0.04584, -0.35879], [3.58176, -0.66870, -1.83499], [5.73950, 0.54206, -1.79157], [6.05415, 2.44956, -0.24818], [4.20583, 3.15760, 1.23629], [2.03948, 1.96233, 1.17270], [0.21832, -3.12993, -4.88130], [1.25570, -3.53096, -5.71491], [2.46923, -2.85377, -5.69058], [2.64845, -1.78069, -4.82516], [1.61220, -1.38228, -3.98926], [0.39578, -2.05368, -4.01978], [-0.72870, -3.65614, -4.90287], [1.11789, -4.37180, -6.38475], [3.27567, -3.16263, -6.34531], [3.59601, -1.25515, -4.80239], [1.75239, -0.54661, -3.31353], [-0.41335, -1.73897, -3.37134], [-8.69881, -0.68321, 5.69745], [-8.80083, -1.00510, 4.34954], [-8.19231, -0.19895, 3.39430], [-7.47335, 0.92459, 3.78748], [-7.36837, 1.24440, 5.13594], [-7.98439, 0.44312, 6.09043], [-9.17579, -1.30990, 6.44225], [-9.35556, -1.88464, 4.04294], [-8.27734, -0.44661, 2.34267], [-6.99429, 1.55063, 3.04414], [-6.80617, 2.11901, 5.44218], [-7.90646, 0.69579, 7.14111], [2.07677, -7.20132, -6.00018], [0.79131, -7.54448, -5.59867], [0.09051, -8.53250, -6.27979], [0.67932, -9.18436, -7.35728], [1.96624, -8.84371, -7.75664], [2.66390, -7.84914, -7.08099], [2.62138, -6.42843, -5.47066], [0.33527, -7.04061, -4.75449], [-0.91403, -8.79537, -5.97067], [0.13469, -9.95796, -7.88544], [2.42584, -9.35318, -8.59583], [3.66531, -7.57994, -7.39604], [5.55283, -9.70524, -9.29020], [5.38756, -9.98928, -10.64056], [5.96361, -9.16557, -11.60026], [6.71345, -8.06246, -11.20925], [6.88197, -7.78031, -9.85896], [6.29849, -8.59871, -8.89918], [5.10069, -10.34576, -8.54203], [4.80853, -10.85306, -10.94528], [5.82911, -9.38352, -12.65292], [7.16642, -7.42299, -11.95731], [7.46790, -6.92126, -9.55441], [6.42549, -8.37541, -7.84655], [-3.32551, 0.62981, -0.59998], [-2.28712, 0.22993, -1.43334], [-1.07418, 0.90782, -1.40664], [-0.89664, 1.98089, -0.53927], [-1.93454, 2.37852, 0.29739], [-3.14987, 1.70530, 0.26362], [-4.27227, 0.10295, -0.62300], [-2.42406, -0.61071, -2.10453], [-0.26595, 0.59981, -2.06121], [0.05093, 2.50660, -0.51490], [-1.79721, 3.21353, 0.97629], [-3.95941, 2.01834, 0.91165], [-2.85786, 8.17588, 5.85356], [-2.07228, 8.98698, 6.66397], [-2.55231, 9.41277, 7.89715], [-3.81520, 9.01886, 8.32440], [-4.59914, 8.20429, 7.51552], [-4.12258, 7.78609, 6.27825], [-2.48522, 7.84525, 4.89120], [-1.08493, 9.28772, 6.33380], [-1.94188, 10.05041, 8.52610], [-4.18777, 9.34643, 9.28813], [-5.58280, 7.89527, 7.84939], [-4.73502, 7.15502, 5.64510]]}

Values for E, eV, ordered as above
-130509.081, -15472.281, -125141.274, -23877.432, -59840.332